Record 1
C2H6CsO | ωB97M-V with the def2-TZVPD basis set

```
10
Properties=species:S:1:pos:R:3:forces:R:3
Cs 0.427534 2.707667 4.357026 0.0 0.0 -0.1
C -0.825766 -0.787623 -0.020484 0.1 0.8 -0.9
C 0.414624 -0.340713 -0.804674 -1.5 -0.3 0.2
O 0.618504 1.025087 -0.507704 0.9 0.4 0.8
H -0.727996 -0.555733 1.040066 0.3 -0.4 0.1
H -1.022826 -1.840633 -0.221614 -0.2 0.1 0.3
H -1.644336 -0.154763 -0.363324 -0.3 -0.3 -0.1
H 0.213314 -0.309763 -1.875484 0.0 -1.0 -0.1
H 1.200684 -1.045963 -0.534814 0.6 0.5 -0.2
H 1.346264 1.302437 -1.068994 0.1 0.3 0.0
```
Forces are in eV/Å.

Computed properties:
Orbital gap: 8.884 eV
Energy relative to the best compared isomer or geometry (same formula, charge and spin): 0.656 eV
Total charge: +1

Results of the Löwdin charge analysis, in e, for atoms 1 through 5:
1 Cs 0.975
2 C -0.082
3 C -0.324
4 O -0.094
5 H 0.061

Record 2
C4H14N3 | ωB97M-V with the def2-TZVPD basis set

```
21
Properties=species:S:1:pos:R:3:forces:R:3
C -0.609772 -2.161446 0.719291 -1.0 -1.2 0.1
C -1.869093 -1.278899 0.532638 1.2 0.6 -0.5
H 0.391163 -1.729989 0.708720 -0.3 0.4 -0.2
H -0.696986 -2.674331 1.681801 0.1 0.2 0.0
H -0.646070 -3.000561 0.027764 0.4 0.1 -0.4
H -2.685488 -1.745478 -0.015217 -0.2 -0.8 1.0
H -1.730391 -0.464967 -0.186654 0.5 0.3 0.4
H -2.079965 -0.878519 1.524860 -0.8 0.1 -0.4
C 0.561926 0.150508 -1.883088 -0.8 -1.2 0.5
C 0.714580 1.459995 0.175889 1.9 1.5 -0.6
N 0.051393 1.117000 -0.907678 0.2 -0.2 -0.4
N 1.781574 0.740603 0.550546 0.8 -2.2 1.5
N 0.697630 2.729412 0.679402 -1.0 -1.9 -0.1
H -0.805901 1.557807 -1.170978 -0.2 0.6 0.2
H 1.829929 -0.273380 0.466036 -0.7 0.2 -1.1
H 2.209951 0.806989 1.475537 -0.2 1.4 -0.3
H -0.070632 3.281634 0.336052 0.0 0.6 0.5
H 1.013293 2.761056 1.641773 -0.4 0.7 -0.1
H 0.111845 0.321824 -2.856878 0.4 0.5 0.0
H 0.187183 -0.841641 -1.622698 0.2 -0.1 0.1
H 1.643828 0.122381 -1.877118 0.1 0.3 -0.3
```
Forces are in eV/Å.

Computed properties:
Orbital gap: 11.631 eV
Energy relative to the best compared isomer or geometry (same formula, charge and spin): 1.028 eV
Total charge: +1

Results of the Löwdin charge analysis, in e, for atoms 1 through 5:
1 C -0.155
2 C -0.142
3 H 0.028
4 H 0.071
5 H 0.068

Record 3
C5H8 | ωB97M-V with the def2-TZVPD basis set

```
13
Properties=species:S:1:pos:R:3:forces:R:3
C 2.268212 0.263931 -0.401645 0.2 0.0 0.0
C 1.219186 -0.233260 0.482886 -0.4 -0.2 0.2
C 0.159156 -0.542372 0.968703 0.4 0.2 -0.4
C -1.311313 -0.538272 0.910221 -0.1 0.0 0.0
C -1.577367 0.208790 -0.409553 -0.2 0.1 -0.1
H 3.230924 0.421902 0.082246 0.0 0.0 0.0
H 2.398636 -0.425566 -1.240043 0.1 0.0 0.1
H 1.927457 1.218721 -0.818734 0.2 -0.1 0.1
H -1.729130 -1.551180 0.890213 0.1 0.2 0.0
H -1.766162 -0.018647 1.760646 0.1 -0.1 -0.1
H -0.976572 1.124223 -0.404424 -0.3 -0.1 -0.1
H -2.622296 0.475272 -0.575990 0.0 -0.1 0.1
H -1.220733 -0.403542 -1.244527 -0.1 0.1 0.1
```
Forces are in eV/Å.

Computed properties:
Orbital gap: 10.365 eV
Energy relative to the best compared isomer or geometry (same formula, charge and spin): 1.595 eV
SMILES string: CC#CCC
Total charge: 0

Results of the Löwdin charge analysis, in e, for atoms 1 through 5:
1 C -0.105
2 C -0.107
3 C -0.072
4 C -0.253
5 C -0.116

Record 4
C2H10NO2 | ωB97M-V with the def2-TZVPD basis set

```
15
Properties=species:S:1:pos:R:3:forces:R:3
C -0.746549 -1.361240 0.748338 -0.9 -0.7 0.0
C 1.351685 -0.618644 1.570155 1.7 0.4 0.8
N 0.369924 -0.458831 0.644896 -0.8 -1.0 1.1
H -1.689298 -0.893057 0.544043 -0.2 0.5 -1.1
H -1.086698 -1.749747 1.715559 1.5 0.1 0.6
H -0.603521 -2.235787 0.111345 -0.2 -0.1 -0.2
H 1.372941 -1.398179 2.306634 -0.9 -0.5 -0.2
H 2.237469 -0.016492 1.721280 -0.3 0.6 -0.9
H 0.293259 0.243722 -0.068554 0.3 0.3 0.3
H -2.194243 1.287705 -1.096330 0.0 -0.1 0.4
H -1.224737 0.666505 -2.024204 0.4 -0.1 -0.1
O -1.471027 0.649125 -1.096161 -0.9 0.4 -0.6
H 1.559532 1.363925 -2.072959 0.2 0.7 -0.3
H 0.845708 2.729021 -1.567738 0.4 0.0 -0.5
O 0.985559 1.791978 -1.436299 -0.3 -0.6 0.7
```
Forces are in eV/Å.

Computed properties:
Orbital gap (alpha / beta): 5.490 / 9.783 eV
Energy relative to the best compared isomer or geometry (same formula, charge and spin): 0.673 eV
Total charge: 0
Spin multiplicity: 2

Results of the Löwdin charge analysis, in e, for atoms 1 through 5:
1 C -0.155
2 C -0.096
3 N -0.144
4 H 0.048
5 H 0.078

Record 5
C3HAgFO2 | ωB97M-V with the def2-TZVPD basis set

```
8
Properties=species:S:1:pos:R:3:forces:R:3
F 1.991690 -0.664015 -0.348431 -0.7 -0.5 -1.0
O 0.363483 0.758012 -1.014840 1.6 1.0 -0.4
C -0.761229 1.155982 -0.477820 -0.9 -1.7 -1.1
C 0.706701 -0.506283 -0.514135 0.1 2.7 3.0
O -1.338680 -0.045616 -0.072780 -1.2 2.8 1.5
C -0.335049 -0.829840 0.368777 2.2 -4.7 -3.0
Ag -0.555866 1.979260 2.501194 -0.2 -0.1 -0.5
H -0.071049 -1.847501 -0.441964 -1.1 0.4 1.5
```
Forces are in eV/Å.

Computed properties:
Orbital gap: 7.353 eV
Energy relative to the best compared isomer or geometry (same formula, charge and spin): 4.672 eV
Total charge: +1

Results of the Löwdin charge analysis, in e, for atoms 1 through 5:
1 F 0.194
2 O 0.083
3 C 0.000
4 C -0.330
5 O -0.063

Record 6
C55H42FGeNP3Pd | ωB97M-V with the def2-TZVPD basis set

```
104
Properties=species:S:1:pos:R:3:forces:R:3
Pd -0.196867 -0.333873 0.781465 -0.6 0.2 -0.9
F -1.256095 -0.432353 4.707762 0.1 0.0 -0.4
Ge -0.952686 -0.953468 3.033663 -0.9 -1.2 2.0
C -2.968512 -0.752033 2.636999 0.4 0.2 -0.5
C -3.780138 -1.017094 3.730886 0.2 -0.1 0.3
C -5.160398 -0.965264 3.584316 0.0 0.0 -0.1
C -5.722007 -0.627021 2.360604 -0.1 0.0 0.1
C -4.909782 -0.365373 1.269077 0.1 0.0 0.0
C -3.520726 -0.411900 1.403840 0.1 0.0 -0.2
P -2.513191 -0.115578 -0.069680 -0.3 0.1 -0.1
C -2.685787 1.590407 -0.617608 0.2 -0.2 0.1
C -3.487258 2.504307 0.068462 0.0 -0.1 0.0
C -3.581784 3.807840 -0.389948 0.0 0.0 0.0
C -2.873646 4.207344 -1.516959 0.0 0.0 0.0
C -2.072624 3.298406 -2.199925 0.0 0.0 0.0
C -1.962518 1.994479 -1.748009 -0.1 0.0 0.0
C -3.156178 -1.235692 -1.313227 0.3 0.0 0.2
C -3.338526 -2.564930 -0.907842 -0.1 0.1 0.0
C -3.875178 -3.483741 -1.787293 0.0 0.0 0.0
C -4.206055 -3.091120 -3.080734 0.0 0.1 0.0
C -4.012756 -1.776376 -3.486362 0.0 0.0 -0.1
C -3.483080 -0.842585 -2.611600 0.0 0.1 0.0
C 1.095739 0.113151 3.657034 0.5 0.5 0.2
C 1.772918 -0.335661 4.763954 0.1 -0.3 0.1
C 2.300692 0.641803 5.602114 -0.1 -0.1 -0.1
C 2.159583 1.994206 5.294550 0.0 0.2 0.0
C 1.520484 2.402012 4.136529 -0.1 -0.1 0.0
C 1.020655 1.430973 3.259593 -0.2 -0.2 -0.4
P 0.298905 1.878858 1.656350 1.1 0.9 0.2
C 1.654829 2.348462 0.581622 -0.4 -0.1 0.1
C 2.988414 2.109421 0.942631 0.1 0.0 0.1
C 4.000262 2.482693 0.082766 0.1 0.0 0.0
C 3.695444 3.071667 -1.143986 0.0 0.0 0.0
C 2.368855 3.290574 -1.514600 -0.1 0.0 0.0
C 1.348979 2.906471 -0.673181 0.0 0.1 0.1
C -0.732953 3.318194 1.989758 -0.1 -0.4 -0.1
C -1.833426 3.141346 2.837568 0.0 -0.1 0.0
C -2.546822 4.239678 3.275170 -0.1 -0.1 0.1
C -2.188617 5.516098 2.851447 0.1 0.0 -0.1
C -1.107636 5.691421 1.995183 0.0 0.1 0.0
C -0.375362 4.601672 1.556594 0.0 -0.1 0.0
C -0.179327 -2.752011 3.383494 -0.2 0.9 -0.7
C -0.215704 -3.334427 4.643311 0.0 0.0 0.2
C 0.364108 -4.581883 4.825372 0.0 0.1 0.0
C 1.017516 -5.215901 3.772146 0.0 -0.1 0.0
C 1.071497 -4.626300 2.518915 0.0 0.1 -0.1
C 0.459242 -3.388775 2.318278 0.0 0.0 0.0
P 0.563946 -2.606201 0.686161 0.5 -0.5 -0.2
C -0.248583 -3.651704 -0.523053 0.0 0.3 0.2
C -0.943728 -4.802604 -0.132647 0.0 0.0 -0.1
C -1.424253 -5.662628 -1.104066 0.0 0.0 0.1
C -1.257098 -5.359899 -2.451877 0.1 0.0 0.0
C -0.610912 -4.189929 -2.837855 0.0 0.0 0.0
C -0.108138 -3.329071 -1.880500 0.0 0.0 0.0
C 2.321165 -2.538062 0.281063 -0.3 0.1 0.2
C 3.092985 -1.615403 0.994247 0.0 -0.1 0.0
C 4.456283 -1.549211 0.786933 0.0 0.1 0.0
C 5.052551 -2.396420 -0.141496 0.0 0.0 0.0
C 4.288053 -3.319855 -0.840855 0.0 0.0 -0.1
C 2.918633 -3.394897 -0.640970 -0.1 0.0 0.0
H -3.343839 -1.263693 4.688747 -0.1 0.0 0.0
H -5.790902 -1.188046 4.434705 0.0 0.0 0.0
H -6.797516 -0.570203 2.256056 0.0 0.0 0.0
H -5.350266 -0.134883 0.305828 0.0 0.0 0.0
H -4.048820 2.194684 0.940317 0.0 0.0 0.0
H -4.221120 4.511064 0.127441 0.0 0.0 0.0
H -2.952428 5.228293 -1.867028 0.0 0.0 0.0
H -1.535751 3.607225 -3.087712 0.0 0.0 0.0
H -1.321947 1.292299 -2.269586 0.0 0.0 0.0
H -3.088954 -2.862220 0.104923 0.0 0.0 0.0
H -4.043541 -4.503120 -1.466843 0.0 0.0 0.0
H -4.627553 -3.808656 -3.772180 0.0 0.0 0.0
H -4.285779 -1.473357 -4.488191 0.0 0.0 0.0
H -3.356956 0.183717 -2.929303 0.0 0.0 0.0
H 1.854779 -1.383438 5.021480 0.0 0.0 0.0
H 2.807498 0.333792 6.507405 0.0 0.0 0.0
H 2.571382 2.739238 5.963172 0.0 0.0 0.0
H 1.413794 3.449549 3.881049 0.0 0.0 0.1
H 3.226834 1.669462 1.902617 0.0 0.0 0.0
H 5.033452 2.326904 0.363043 0.0 0.0 0.0
H 4.492516 3.346573 -1.822199 0.0 0.0 0.0
H 2.139856 3.750185 -2.466578 0.0 -0.1 0.0
H 0.315971 3.022800 -0.977484 0.0 0.1 0.0
H -2.115034 2.144968 3.164892 0.0 0.0 0.1
H -3.377883 4.107694 3.955195 0.0 0.0 0.0
H -2.749404 6.375627 3.193794 0.0 0.0 0.0
H -0.817068 6.686187 1.684646 0.0 0.0 0.0
H 0.482069 4.760312 0.922393 0.1 0.0 -0.1
H -0.691440 -2.824085 5.471840 0.0 0.0 0.0
H 0.323294 -5.052393 5.798889 0.0 0.0 0.0
H 1.499162 -6.171414 3.933111 0.0 0.0 0.0
H 1.587445 -5.115942 1.701575 0.0 0.0 0.0
H -1.094128 -5.032168 0.913070 0.0 0.0 0.0
H -1.923863 -6.575628 -0.807978 0.0 0.0 0.0
H -1.637493 -6.037122 -3.205556 0.0 0.0 0.0
H -0.497221 -3.949885 -3.886532 0.0 0.0 0.0
H 0.400418 -2.419138 -2.177384 0.0 0.0 0.0
H 2.613967 -0.966655 1.721145 0.1 0.1 0.0
H 5.061983 -0.846482 1.344429 0.0 0.0 0.0
H 6.117988 -2.337075 -0.319495 0.0 0.0 0.0
H 4.761781 -3.990743 -1.544858 0.0 0.0 0.0
H 2.328450 -4.115694 -1.191882 0.0 0.0 0.0
N 0.954534 -0.022024 -2.137802 0.0 0.1 0.1
C 0.600932 -0.085018 -1.039270 -0.1 -0.2 -0.2
```
Forces are in eV/Å.

Computed properties:
Orbital gap (alpha / beta): 7.096 / 4.130 eV
Energy relative to the best compared isomer or geometry (same formula, charge and spin): 0.227 eV
Total charge: +3
Spin multiplicity: 5

Results of the Löwdin charge analysis, in e, for atoms 1 through 5:
1 Pd 0.375
2 F -0.271
3 Ge 0.901
4 C -0.243
5 C -0.069